[1]
C4H6O2S | wB97M-V/def2-TZVPD

The structure (SMILES) is C1S[C@H]2CO[C@@H]1O2. Its HOMO-LUMO gap is 9.75 eV. As for the lowest unoccupied orbital energy: 0.8 eV. The highest occupied orbital energy is -8.91 eV.

Cartesian coordinates (Å):
1 C 1.360 0.625 -0.634
2 S 0.699 1.476 0.827
3 C -0.398 0.059 1.177
4 C -1.489 -0.045 0.132
5 O -0.777 -0.464 -1.039
6 C 0.541 -0.702 -0.620
7 O 0.378 -1.080 0.742
8 H 1.199 1.245 -1.505
9 H 2.400 0.391 -0.482
10 H -0.707 -0.004 2.195
11 H -1.979 0.885 -0.027
12 H -2.179 -0.814 0.417
13 H 0.953 -1.573 -1.184


[2]
C4H6O2 | wB97M-V/def2-TZVPD

The structure (SMILES) is C=C1CCOO1. Its HOMO-LUMO gap is 10.61 eV. As for the lowest unoccupied orbital energy: 1.0 eV. The highest occupied orbital energy is -9.65 eV.

Cartesian coordinates (Å):
1 C 1.612 0.609 0.861
2 C 0.592 0.608 0.020
3 C -0.868 0.371 0.238
4 C -0.979 -0.906 -0.609
5 O 0.202 -0.923 -1.440
6 O 0.790 0.411 -1.331
7 H 2.620 0.539 0.468
8 H 1.447 0.617 1.931
9 H -1.470 1.176 -0.196
10 H -1.135 0.236 1.287
11 H -0.951 -1.800 0.024
12 H -1.860 -0.938 -1.253


[3]
C49H75N10O4S3 | wB97M-V/def2-TZVPD

Its HOMO-LUMO gap is 8.10 eV. As for the lowest unoccupied orbital energy: 2.1 eV. Its net charge is -1. The highest occupied orbital energy is -5.97 eV.

Cartesian coordinates (Å):
1 C -1.248 0.509 -0.905
2 C -0.040 0.236 0.102
3 C -0.262 -1.175 0.735
4 O 1.245 0.334 -0.451
5 H -2.212 0.330 -0.429
6 H -1.084 -0.072 -1.812
7 H -1.283 1.559 -1.197
8 H -0.186 1.044 0.818
9 H -0.082 -2.024 0.076
10 H -1.278 -1.324 1.100
11 H 0.356 -1.304 1.624
12 C -2.299 1.175 -4.688
13 S -3.164 2.788 -4.815
14 O -4.281 2.689 -5.898
15 C -1.776 3.678 -5.695
16 H -2.179 0.722 -5.672
17 H -2.983 0.555 -4.109
18 H -1.281 1.238 -4.304
19 H -1.549 3.230 -6.662
20 H -0.850 3.771 -5.128
21 H -2.165 4.695 -5.747
22 C -2.281 1.867 2.663
23 S -3.587 3.063 3.215
24 O -3.051 3.361 4.574
25 C -2.953 4.399 2.131
26 H -1.331 2.243 3.044
27 H -2.411 1.694 1.595
28 H -2.446 0.910 3.156
29 H -1.910 4.711 2.179
30 H -3.561 5.259 2.413
31 H -3.041 4.160 1.071
32 C 2.272 2.924 2.882
33 S 0.923 4.130 3.299
34 O 0.128 3.595 4.464
35 C 2.138 5.418 3.779
36 H 1.888 1.927 2.666
37 H 3.003 2.959 3.689
38 H 2.766 3.312 1.991
39 H 2.488 5.272 4.801
40 H 1.905 6.470 3.614
41 H 3.101 5.219 3.308
42 N 1.683 0.988 -3.217
43 C 1.174 2.135 -3.686
44 C 1.597 2.286 -5.045
45 C 2.419 1.178 -5.332
46 C 2.393 0.368 -4.211
47 H 1.541 0.646 -2.277
48 H 0.564 2.670 -2.973
49 H 1.389 3.105 -5.719
50 H 2.975 1.048 -6.249
51 H 2.892 -0.581 -4.078
52 N -5.359 5.019 -2.120
53 C -4.877 3.735 -1.989
54 C -3.578 3.819 -1.619
55 C -3.240 5.141 -1.644
56 C -4.367 5.908 -1.913
57 H -6.343 5.225 -2.217
58 H -5.577 2.923 -2.118
59 H -2.982 3.054 -1.144
60 H -2.290 5.604 -1.424
61 H -4.550 6.971 -1.862
62 N -1.388 -5.101 -0.947
63 C -1.172 -6.398 -1.442
64 C -2.323 -7.143 -1.279
65 C -3.237 -6.286 -0.690
66 C -2.569 -5.108 -0.303
67 H -0.644 -4.432 -0.810
68 H -0.250 -6.588 -1.972
69 H -2.430 -8.190 -1.519
70 H -4.271 -6.440 -0.419
71 H -2.906 -4.245 0.251
72 N 1.064 3.494 -0.254
73 C 2.105 4.356 -0.350
74 C 1.626 5.560 0.107
75 C 0.288 5.430 0.409
76 C -0.050 4.078 0.176
77 H 1.207 2.494 -0.277
78 H 3.078 3.983 -0.631
79 H 2.266 6.405 0.318
80 H -0.448 6.049 0.902
81 H -0.841 3.410 0.484
82 N 3.259 -4.420 1.564
83 C 2.139 -4.597 0.785
84 C 1.896 -5.957 0.841
85 C 2.837 -6.640 1.702
86 C 3.632 -5.647 2.142
87 H 3.598 -3.545 1.939
88 H 1.602 -3.845 0.226
89 H 1.164 -6.533 0.294
90 H 2.894 -7.703 1.888
91 H 4.494 -5.616 2.791
92 N 0.326 -4.415 3.621
93 C -1.007 -4.181 3.477
94 C -1.687 -4.290 4.658
95 C -0.713 -4.673 5.600
96 C 0.541 -4.837 4.900
97 H 1.028 -4.400 2.895
98 H -1.337 -3.810 2.518
99 H -2.699 -3.973 4.864
100 H -0.917 -4.853 6.645
101 H 1.531 -5.108 5.237
102 N -5.743 -1.564 2.848
103 C -4.541 -1.186 2.328
104 C -4.404 -1.563 0.994
105 C -5.659 -2.173 0.674
106 C -6.462 -2.177 1.844
107 H -6.131 -1.380 3.763
108 H -3.857 -0.625 2.948
109 H -3.494 -1.351 0.454
110 H -5.964 -2.595 -0.272
111 H -7.491 -2.503 1.831
112 N 1.277 -2.125 -2.169
113 C 0.083 -2.779 -2.538
114 C 0.340 -3.795 -3.411
115 C 1.774 -3.804 -3.543
116 C 2.312 -2.768 -2.826
117 H 1.349 -1.352 -1.524
118 H -0.859 -2.424 -2.147
119 H -0.405 -4.377 -3.932
120 H 2.308 -4.520 -4.150
121 H 3.333 -2.445 -2.690
122 N 3.072 -0.959 1.674
123 C 2.889 -1.188 3.006
124 C 4.033 -1.823 3.530
125 C 4.970 -1.891 2.526
126 C 4.398 -1.326 1.439
127 H 2.465 -0.529 0.990
128 H 1.919 -0.988 3.437
129 H 4.070 -2.194 4.543
130 H 5.968 -2.277 2.673
131 H 4.852 -1.226 0.464
132 N 3.993 1.443 -0.947
133 C 4.741 1.817 -2.071
134 C 5.935 2.281 -1.665
135 C 5.935 2.288 -0.291
136 C 4.786 1.756 0.149
137 H 3.147 0.891 -0.949
138 H 4.411 1.750 -3.098
139 H 6.715 2.636 -2.322
140 H 6.800 2.549 0.302
141 H 4.541 1.423 1.146


[4]
C7H6Cl2N2O3RuSc | wB97M-V/def2-TZVPD

Its HOMO-LUMO gap (spin up / spin down) is 6.79 / 6.89 eV. Its spin multiplicity is 6. As for the lowest unoccupied orbital energy (spin up / spin down): -16.9 / -19.2 eV. Its net charge is +4. The highest occupied orbital energy (spin up / spin down) is -23.73 / -26.04 eV.

Cartesian coordinates (Å):
1 Sc -0.051 0.158 -3.038
2 Ru 0.157 0.772 -0.493
3 Cl -1.074 -1.601 -1.800
4 Cl -0.400 2.417 -2.203
5 C 1.556 1.757 0.086
6 C 0.859 -1.516 -4.383
7 C 0.882 1.336 -4.889
8 O 2.413 2.490 0.422
9 O 1.117 -2.348 -5.140
10 O 1.245 1.879 -5.840
11 C -1.048 1.387 2.307
12 C -0.558 0.002 2.177
13 N 0.135 -0.489 1.153
14 C 0.340 -1.867 1.375
15 C -0.297 -2.180 2.549
16 N -0.842 -0.996 3.049
17 H -2.143 1.370 2.435
18 H -0.613 1.861 3.205
19 H -0.775 1.980 1.403
20 H 0.933 -2.452 0.679
21 H -0.425 -3.119 3.065
22 H -1.411 -0.842 3.881


[5]
C7H14N2O4S | wB97M-V/def2-TZVPD

Its HOMO-LUMO gap is 9.78 eV. As for the lowest unoccupied orbital energy: 0.6 eV. The highest occupied orbital energy is -9.18 eV.

Cartesian coordinates (Å):
1 C 2.139 1.254 -0.094
2 C 1.016 -2.193 -0.091
3 C 3.522 1.801 -0.272
4 C -2.670 -1.235 1.399
5 C -3.252 -0.518 0.206
6 C -0.724 -0.411 -1.143
7 C 0.836 -0.703 0.060
8 N 1.193 2.120 0.279
9 N 1.974 -0.010 -0.297
10 O 2.190 -2.522 -0.610
11 O 0.180 -2.995 0.238
12 O -1.466 1.416 0.622
13 O -2.581 1.353 -1.562
14 S -2.007 0.614 -0.465
15 H 3.967 1.965 0.709
16 H 3.501 2.750 -0.803
17 H 4.137 1.092 -0.817
18 H -3.424 -1.852 1.886
19 H -1.839 -1.873 1.106
20 H -2.320 -0.496 2.118
21 H -4.103 0.110 0.463
22 H -3.525 -1.181 -0.610
23 H -0.303 0.068 -2.016
24 H -1.101 -1.400 -1.340
25 H 0.351 -0.424 0.998
26 H 1.417 3.096 0.375
27 H 0.220 1.849 0.419
28 H 2.674 -1.675 -0.756


[6]
C50H53BrF3GeNOSbSi2TaTe | wB97M-V/def2-TZVPD

Its HOMO-LUMO gap is 7.25 eV. As for the lowest unoccupied orbital energy: -6.1 eV. Its net charge is +2. The highest occupied orbital energy is -13.34 eV.

Cartesian coordinates (Å):
1 Ta 13.726 13.882 9.721
2 O 18.720 17.194 7.660
3 C 17.710 16.441 8.025
4 C 17.760 15.469 9.018
5 C 16.616 14.790 9.330
6 N 15.413 15.051 8.746
7 C 15.389 15.999 7.789
8 Br 13.666 16.392 7.079
9 C 16.480 16.729 7.420
10 H 19.579 16.998 8.097
11 H 18.697 15.234 9.518
12 H 16.593 14.070 10.116
13 H 16.368 17.605 6.735
14 C 10.693 13.066 6.693
15 Si 9.539 14.279 7.528
16 C 10.023 16.071 7.289
17 C 7.824 14.107 6.880
18 C 9.517 13.859 9.354
19 Te 11.254 14.763 10.375
20 C 10.857 13.885 12.330
21 Si 10.596 12.004 12.458
22 C 11.457 11.188 10.993
23 C 8.757 11.646 12.357
24 C 11.290 11.368 14.042
25 H 10.704 13.290 5.633
26 H 10.267 12.074 6.813
27 H 11.723 13.027 7.030
28 H 10.352 16.215 6.216
29 H 10.730 16.600 7.937
30 H 9.095 16.680 7.374
31 H 7.867 14.204 5.789
32 H 7.174 14.896 7.280
33 H 7.420 13.124 7.157
34 H 9.609 12.772 9.511
35 H 8.713 14.261 9.956
36 H 9.946 14.382 12.673
37 H 11.705 14.269 12.913
38 H 10.948 11.421 10.079
39 H 11.491 10.114 11.099
40 H 12.465 11.572 10.945
41 H 8.252 12.035 11.493
42 H 8.298 12.075 13.255
43 H 8.653 10.552 12.410
44 H 12.347 11.643 14.113
45 H 11.136 10.302 14.131
46 H 10.773 11.806 14.908
47 F 15.027 8.937 15.729
48 C 14.912 9.393 14.465
49 C 14.956 10.749 14.285
50 C 14.958 11.250 12.985
51 C 14.923 10.376 11.874
52 C 14.790 8.992 12.100
53 C 14.800 8.481 13.399
54 Sb 15.031 11.119 9.912
55 C 14.392 9.555 8.670
56 C 13.146 9.557 8.015
57 C 12.791 8.498 7.195
58 C 13.715 7.476 6.959
59 F 13.405 6.547 6.067
60 C 14.960 7.442 7.593
61 C 15.284 8.484 8.466
62 C 17.109 11.150 9.472
63 C 17.539 11.191 8.133
64 C 18.887 11.241 7.819
65 C 19.805 11.317 8.856
66 F 21.103 11.407 8.575
67 C 19.437 11.244 10.181
68 C 18.083 11.144 10.484
69 H 15.037 11.437 15.133
70 H 14.991 12.324 12.904
71 H 14.741 8.286 11.296
72 H 14.770 7.416 13.572
73 H 12.464 10.370 8.219
74 H 11.838 8.408 6.705
75 H 15.658 6.644 7.351
76 H 16.253 8.484 8.972
77 H 16.862 11.175 7.295
78 H 19.227 11.290 6.812
79 H 20.214 11.275 10.949
80 H 17.820 11.018 11.528
81 C 14.256 14.309 11.410
82 Ge 14.929 15.630 12.688
83 C 16.817 16.049 12.449
84 C 17.749 15.035 12.702
85 C 19.113 15.240 12.635
86 C 19.581 16.539 12.368
87 C 18.659 17.552 12.083
88 C 17.311 17.295 12.081
89 C 14.694 15.275 14.560
90 C 15.361 16.080 15.503
91 C 15.202 15.867 16.864
92 C 14.390 14.826 17.295
93 C 13.737 14.019 16.370
94 C 13.912 14.200 15.004
95 C 13.767 17.017 12.074
96 C 13.923 17.667 10.855
97 C 13.070 18.702 10.495
98 C 12.043 19.016 11.352
99 C 11.825 18.329 12.526
100 C 12.682 17.321 12.894
101 H 17.421 14.057 12.958
102 H 19.814 14.457 12.879
103 H 20.648 16.730 12.350
104 H 19.045 18.526 11.840
105 H 16.589 18.074 11.864
106 H 15.980 16.891 15.144
107 H 15.771 16.474 17.583
108 H 14.239 14.680 18.392
109 H 13.040 13.257 16.692
110 H 13.377 13.575 14.327
111 H 14.786 17.467 10.214
112 H 13.220 19.191 9.552
113 H 11.400 19.835 11.088
114 H 11.033 18.652 13.234
115 H 12.542 16.782 13.836


Looking at relative energy (zero: lowest compared OMol25 entry of this formula, charge and spin) for the records above, in order, we have 16.0 94.9 0.0 0.0 37.4 0.0 kcal per mole.